(A)
{
  "formula": "C3H5NO4",
  "method": "ωB97M-V with the def2-TZVPD basis set",
  "orbital_gap_ev": 9.9,
  "multiplicity": 1,
  "smiles": "CNOC(=O)C(=O)O",
  "elements": ["C", "N", "C", "C", "O", "O", "O", "O", "H", "H", "H", "H", "H"],
  "positions_angstrom": [[-2.116, 0.171, 0.266], [-1.351, -0.781, -0.423], [0.832, 0.443, 0.089], [2.361, 0.412, -0.193], [0.277, 1.475, 0.436], [2.805, -0.738, -0.713], [0.283, -0.736, -0.003], [3.074, 1.337, 0.053], [2.066, -1.359, -0.830], [-1.482, -1.711, -0.029], [-2.446, -0.116, 1.270], [-2.904, 0.553, -0.382], [-1.399, 1.050, 0.459]]
}

(B)
{
  "formula": "C3H5NO4",
  "method": "ωB97M-V with the def2-TZVPD basis set",
  "orbital_gap_ev": 9.3,
  "multiplicity": 1,
  "smiles": "NC(=O)C(=O)C=O.O",
  "elements": ["C", "C", "C", "N", "O", "O", "O", "O", "H", "H", "H", "H", "H"],
  "positions_angstrom": [[-1.481, -1.003, 0.032], [-2.328, 1.447, -0.108], [-1.305, 0.429, -0.625], [-0.358, -1.417, 0.556], [-2.558, -1.494, -0.173], [-0.682, 0.592, -1.639], [-2.313, 1.902, 1.004], [1.730, 0.518, -0.083], [-3.031, 1.702, -0.891], [0.326, -0.705, 0.806], [-0.236, -2.354, 0.787], [1.750, -0.230, -0.710], [2.550, 1.089, -0.176]]
}

According to the calculations, the structures order from most to least stable as (B), (A).